A cluster of 4 separate species, C36H77N6O6P in total in a non-equilibrium geometry, computed with wB97M-V/def2-TZVPD.

2S+1: 4
HOMO level (spin up / spin down): -0.343 / -0.384 Ha
Total charge: +1
DFT total energy: -2538.7075 Ha
Maximum force: 1.29 eV/Å
HOMO-LUMO gap (spin up / spin down): 7.13 / 8.22 eV
Lowest unoccupied orbital energy (spin up / spin down): -2.2 / -2.2 eV

Last columns: bonded neighbours and bond lengths (Å).
CARTESIAN COORDINATES (ANGSTROEM)
1 C -0.98799 1.84491 5.70662  C2 1.529, H17 1.091, H18 1.092, H19 1.092
2 C -0.07308 1.86361 4.48175  C1 1.529, O3 1.457, H20 1.087, H21 1.095
3 O 0.03850 3.17197 3.85020  C2 1.457, N4 1.435
4 N -0.76442 3.30159 2.66761  O3 1.435, C5 1.528, C10 1.500, P15 1.844
5 C -0.06268 2.62143 1.49292  N4 1.528, C6 1.517, H22 1.097, H23 1.095
6 C -0.88621 1.57125 0.77073  C5 1.517, C7 1.550, H24 1.091, H25 1.094
7 C -0.00837 0.82339 -0.26506  C6 1.550, C8 1.530, H26 1.092, H27 1.093
8 C -0.33493 1.28080 -1.68792  C7 1.530, O9 1.413, H28 1.097, H29 1.102
9 O 0.64950 0.88852 -2.62212  C8 1.413, H30 0.963
10 C -2.16232 2.84493 2.96493  N4 1.500, C11 1.531, H31 1.090, H32 1.090
11 C -3.25655 3.34031 2.01493  C10 1.531, C12 1.529, H33 1.094, H34 1.087
12 C -4.46531 2.43378 2.24831  C11 1.529, N13 1.413, O14 1.205
13 N -5.11228 1.83632 1.14325  C12 1.413, H35 1.016, H36 1.015
14 O -4.83569 2.24878 3.38002  C12 1.205
15 P -0.72798 5.13220 2.44866  N4 1.844, N16 1.531, H37 1.398, H38 1.393
16 N -1.07291 5.73660 1.08515  P15 1.531, H39 1.008
17 H -1.64682 2.71463 5.73253  C1 1.091
18 H -0.39992 1.86205 6.62608  C1 1.092
19 H -1.61267 0.94969 5.71207  C1 1.092
20 H 0.94823 1.63631 4.77463  C2 1.087
21 H -0.33660 1.10238 3.74055  C2 1.095
22 H 0.26082 3.40721 0.79923  C5 1.097
23 H 0.86316 2.17950 1.87643  C5 1.095
24 H -1.74692 1.98687 0.24400  C6 1.091
25 H -1.21596 0.82882 1.50401  C6 1.094
26 H -0.25753 -0.23803 -0.20053  C7 1.092
27 H 1.05551 0.98178 -0.06974  C7 1.093
28 H -1.29548 0.83958 -1.98283  C8 1.097
29 H -0.49079 2.37167 -1.69795  C8 1.102
30 H 1.20465 1.64276 -2.84468  O9 0.963
31 H -2.38595 3.21374 3.96595  C10 1.090
32 H -2.17889 1.75729 3.03053  C10 1.090
33 H -3.57843 4.35394 2.27251  C11 1.094
34 H -2.97207 3.34695 0.96612  C11 1.087
35 H -4.44818 1.61568 0.40701  N13 1.016
36 H -5.82162 2.44147 0.74139  N13 1.015
37 H -1.56168 5.44675 3.52644  P15 1.398
38 H 0.56961 5.34321 2.90893  P15 1.393
39 H -1.37344 5.15476 0.31838  N16 1.008
40 C 6.67077 1.38802 2.98793  C41 1.538, H51 1.087, H52 1.089, H53 1.089
41 C 5.21707 1.81436 2.71978  C40 1.538, C42 1.525, N46 1.497, C50 1.523
42 C 4.33694 1.53163 3.93236  C41 1.525, C43 1.531, H54 1.092, H55 1.092
43 C 4.02753 0.04737 4.14663  C42 1.531, C44 1.531, H56 1.091, H57 1.094
44 C 3.46730 -0.59599 2.87527  C43 1.531, C45 1.530, H58 1.092, H59 1.098
45 C 4.35359 -0.36654 1.64919  C44 1.530, N46 1.501, C48 1.533, C49 1.520
46 N 4.64334 1.10164 1.53486  C41 1.497, C45 1.501, O47 1.289
47 O 3.66003 1.74687 1.00659  N46 1.289
48 C 5.63318 -1.20472 1.75501  C45 1.533, H60 1.090, H61 1.089, H62 1.085
49 C 3.66167 -0.80401 0.36882  C45 1.520, H63 1.085, H64 1.091, H65 1.090
50 C 5.23304 3.30858 2.42514  C41 1.523, H66 1.090, H67 1.090, H68 1.088
51 H 6.75473 0.51815 3.63451  C40 1.087
52 H 7.19290 1.17589 2.05597  C40 1.089
53 H 7.19836 2.20094 3.48426  C40 1.089
54 H 3.40175 2.07854 3.79479  C42 1.092
55 H 4.82302 1.95457 4.81463  C42 1.092
56 H 4.92229 -0.48315 4.47718  C43 1.091
57 H 3.30127 -0.05956 4.95726  C43 1.094
58 H 3.34108 -1.67153 3.01463  C44 1.092
59 H 2.46907 -0.18771 2.66993  C44 1.098
60 H 6.33792 -0.93007 0.97043  C48 1.090
61 H 5.37427 -2.25442 1.62238  C48 1.089
62 H 6.13829 -1.12156 2.71222  C48 1.085
63 H 2.69372 -0.32873 0.24456  C49 1.085
64 H 3.50108 -1.88274 0.38221  C49 1.091
65 H 4.26685 -0.56532 -0.50557  C49 1.090
66 H 5.81168 3.52325 1.52692  C50 1.090
67 H 5.69764 3.82133 3.26724  C50 1.090
68 H 4.23088 3.70886 2.28993  C50 1.088
69 C -1.04925 -4.61890 2.16545  C70 1.538, H80 1.087, H81 1.089, H82 1.089
70 C -1.16330 -3.10100 2.38837  C69 1.538, C71 1.531, N75 1.502, C79 1.524
71 C -1.24078 -2.77887 3.88300  C70 1.531, C72 1.527, H83 1.097, H84 1.093
72 C -2.57860 -3.14596 4.52139  C71 1.527, C73 1.528, H85 1.092, H86 1.091
73 C -3.74382 -2.52807 3.75081  C72 1.528, C74 1.531, H87 1.091, H88 1.096
74 C -3.72735 -2.85244 2.25515  C73 1.531, N75 1.502, C77 1.534, C78 1.523
75 N -2.36987 -2.52952 1.69965  C70 1.502, C74 1.502, O76 1.286
76 O -2.22939 -1.27734 1.44399  N75 1.286
77 C -4.09884 -4.32085 2.01454  C74 1.534, H89 1.090, H90 1.089, H91 1.085
78 C -4.76304 -2.00912 1.52409  C74 1.523, H92 1.087, H93 1.089, H94 1.091
79 C 0.08189 -2.46542 1.78235  C70 1.524, H95 1.091, H96 1.090, H97 1.089
80 H -1.58443 -5.20436 2.90813  C69 1.087
81 H -1.41426 -4.89789 1.17787  C69 1.089
82 H -0.00277 -4.91454 2.22617  C69 1.089
83 H -1.06595 -1.70410 4.01973  C71 1.097
84 H -0.42116 -3.29829 4.38514  C71 1.093
85 H -2.68992 -4.23090 4.57912  C72 1.092
86 H -2.59665 -2.78692 5.55162  C72 1.091
87 H -4.69586 -2.86759 4.16226  C73 1.091
88 H -3.71937 -1.43990 3.87558  C73 1.096
89 H -3.94277 -4.59167 0.97020  C77 1.090
90 H -5.15536 -4.45479 2.24249  C77 1.089
91 H -3.55093 -5.02234 2.63533  C77 1.085
92 H -4.64159 -0.94700 1.71917  C78 1.087
93 H -5.75398 -2.30320 1.86825  C78 1.089
94 H -4.70742 -2.17121 0.44688  C78 1.091
95 H 0.12863 -2.63850 0.70623  C79 1.091
96 H 0.95940 -2.91897 2.24376  C79 1.090
97 H 0.12204 -1.39167 1.95919  C79 1.089
98 C -0.78065 0.85340 -6.22876  C99 1.539, H109 1.088, H110 1.090, H111 1.090
99 C -0.50147 -0.66030 -6.20631  C98 1.539, C100 1.530, N104 1.499, C108 1.522
100 C 0.98066 -0.93653 -6.46927  C99 1.530, C101 1.528, H112 1.094, H113 1.093
101 C 1.39736 -0.70817 -7.92178  C100 1.528, C102 1.528, H114 1.093, H115 1.091
102 C 0.49770 -1.48782 -8.88012  C101 1.528, C103 1.531, H116 1.092, H117 1.094
103 C -0.99380 -1.21448 -8.67210  C102 1.531, N104 1.499, C106 1.534, C107 1.522
104 N -1.32922 -1.39001 -7.22156  C99 1.499, C103 1.499, O105 1.286
105 O -1.49922 -2.62613 -6.90929  N104 1.286
106 C -1.35762 0.18970 -9.17174  C103 1.534, H118 1.090, H119 1.090, H120 1.086
107 C -1.82745 -2.20068 -9.47844  C103 1.522, H121 1.086, H122 1.090, H123 1.090
108 C -0.88557 -1.16355 -4.82274  C99 1.522, H124 1.092, H125 1.091, H126 1.087
109 H -0.15480 1.39922 -6.93118  C98 1.088
110 H -1.82427 1.05488 -6.47020  C98 1.090
111 H -0.58047 1.26347 -5.23844  C98 1.090
112 H 1.19577 -1.97464 -6.19864  C100 1.094
113 H 1.56934 -0.30676 -5.79695  C100 1.093
114 H 1.38223 0.35768 -8.16500  C101 1.093
115 H 2.43067 -1.03307 -8.05363  C101 1.091
116 H 0.74889 -1.25160 -9.91646  C102 1.092
117 H 0.68035 -2.55827 -8.74728  C102 1.094
118 H -2.38023 0.44406 -8.89113  C106 1.090
119 H -1.29386 0.20191 -10.25940  C106 1.090
120 H -0.69784 0.97169 -8.80833  C106 1.086
121 H -1.56526 -3.23085 -9.25452  C107 1.086
122 H -1.64872 -2.02155 -10.53895  C107 1.090
123 H -2.89072 -2.06833 -9.27683  C107 1.090
124 H -1.95373 -1.02492 -4.64230  C108 1.092
125 H -0.32273 -0.59168 -4.08399  C108 1.091
126 H -0.65817 -2.21873 -4.69669  C108 1.087